Formula: C41H26F3I2N3O3SbW
Source: the Open Molecules 2025 dataset
Level of theory: ωB97M-V/def2-TZVPD

Geometry as ORCA input:
```
! RIJCOSX wB97M-V def2-TZVPD def2/J DEFGRID3
* xyz 1 1
W -0.747 -0.089 -0.029
O -0.253 1.799 0.001
C -0.720 2.987 0.363
C 0.137 4.084 0.358
C -0.340 5.328 0.714
C -1.679 5.512 1.074
C -2.530 4.434 1.073
C -2.066 3.158 0.718
C -2.989 2.084 0.505
N -2.594 0.920 0.190
N -3.538 0.098 -0.433
C -2.965 -0.502 -1.421
O -1.692 -0.198 -1.738
C -3.698 -1.533 -2.174
C -5.088 -1.487 -2.255
C -5.767 -2.490 -2.927
C -5.067 -3.546 -3.499
C -3.683 -3.596 -3.408
C -2.997 -2.582 -2.757
H 1.167 3.936 0.071
H 0.337 6.175 0.712
H -2.046 6.497 1.332
H -3.576 4.557 1.331
H -4.061 2.260 0.493
H -5.620 -0.669 -1.786
H -6.847 -2.449 -3.003
H -5.604 -4.335 -4.012
H -3.140 -4.425 -3.846
H -1.918 -2.609 -2.686
I -2.988 -3.521 2.795
C -1.336 -3.756 1.571
C -0.523 -4.913 1.646
C 0.519 -5.092 0.787
I 1.702 -6.797 0.986
C 0.790 -4.131 -0.222
C 1.733 -4.248 -1.261
C 1.826 -3.260 -2.203
C 1.048 -2.099 -2.086
N 0.209 -1.922 -1.103
C 0.034 -2.948 -0.230
C -1.030 -2.771 0.682
O -1.697 -1.614 0.584
H -0.738 -5.661 2.399
H 2.356 -5.132 -1.329
H 2.507 -3.353 -3.038
H 1.115 -1.296 -2.808
F 5.183 4.078 3.615
C 4.452 3.258 2.855
C 4.182 3.629 1.551
C 3.438 2.768 0.758
C 2.969 1.563 1.277
C 3.259 1.220 2.600
C 4.005 2.072 3.401
Sb 2.013 0.106 0.083
C -0.149 -0.149 2.139
C 0.546 -1.211 2.735
C 0.386 -1.582 4.064
C -0.503 -0.872 4.837
F -0.697 -1.235 6.117
C -1.188 0.212 4.335
C -1.001 0.555 3.006
C 2.529 0.973 -1.813
C 1.602 1.338 -2.792
C 2.020 1.822 -4.025
C 3.374 1.943 -4.267
F 3.780 2.423 -5.447
C 4.324 1.587 -3.332
C 3.891 1.097 -2.108
H 4.565 4.568 1.171
H 3.239 3.037 -0.273
H 2.904 0.283 3.014
H 4.247 1.824 4.427
H 1.268 -1.779 2.156
H 0.934 -2.411 4.498
H -1.859 0.767 4.980
H -1.518 1.437 2.655
H 0.540 1.270 -2.620
H 1.311 2.107 -4.794
H 5.377 1.695 -3.565
H 4.632 0.805 -1.369
*
```

The value obtained for the frontier orbital gap (spin up / spin down) is 5.22 / 5.22 eV. Its HOMO energy (spin up / spin down) is -10.2530 / -10.2529 eV. Its energy above the lowest of the compared OMol25 structures with the same formula, charge and spin is 2.085 eV. Its LUMO energy (spin up / spin down) is -5.03 / -5.03 eV. The total energy comes out at -3170.0504 Eh.

Mulliken population analysis, charges in e, atoms 1 to 8: W 1.1554; O -0.2125; C 0.8577; C -0.7049; C -0.7781; C -0.8051; C -0.9754; C 0.6901


Formula: C41H28Cl6F6I2KN6O7PS2
Source: the Open Molecules 2025 dataset
Level of theory: ωB97M-V/def2-TZVPD

Geometry as ORCA input:
```
! RIJCOSX wB97M-V def2-TZVPD def2/J DEFGRID3
* xyz -2 1
K -0.179 0.011 1.046
O 3.884 2.537 -6.711
C 4.128 2.197 -5.413
O 5.226 2.370 -4.958
C 2.978 1.632 -4.649
C 3.058 1.617 -3.256
C 2.024 1.098 -2.505
C 0.889 0.590 -3.125
C 0.816 0.570 -4.517
C 1.850 1.098 -5.270
N -0.123 0.027 -2.314
C -1.321 0.308 -2.646
C -2.474 -0.355 -2.004
C -3.689 -0.380 -2.680
C -4.746 -1.060 -2.102
C -4.543 -1.685 -0.884
C -3.297 -1.581 -0.278
N -2.282 -0.919 -0.817
H 2.936 2.473 -6.871
H 3.935 2.021 -2.772
H 2.086 1.092 -1.431
H -0.037 0.120 -5.007
H 1.765 1.034 -6.350
H -1.570 0.980 -3.469
H -3.797 0.159 -3.610
H -5.713 -1.090 -2.588
H -5.336 -2.225 -0.383
H -3.103 -2.038 0.683
Cl -2.443 8.134 -0.630
C -2.366 6.395 -0.873
C -2.744 5.870 -2.072
C -2.692 4.495 -2.300
I -3.233 3.725 -4.159
C -2.271 3.554 -1.335
O -2.228 2.324 -1.516
C -1.831 4.165 -0.059
N -1.339 3.306 0.853
C -0.920 3.773 2.002
C -0.947 5.139 2.334
C -1.424 6.029 1.413
C -1.881 5.556 0.165
H -3.083 6.533 -2.858
H -0.555 3.044 2.716
H -0.587 5.466 3.301
H -1.452 7.091 1.619
Cl -0.388 -3.635 3.559
C -1.920 -2.706 3.579
C -1.977 -1.546 2.861
C -3.147 -0.835 3.001
Cl -3.302 0.702 2.116
C -4.225 -1.243 3.780
Cl -5.677 -0.302 3.919
C -4.123 -2.455 4.465
Cl -5.443 -3.018 5.437
C -2.952 -3.205 4.367
Cl -2.834 -4.715 5.223
F 3.914 -3.246 1.665
C 4.334 -2.009 1.340
F 5.402 -1.729 2.085
F 4.710 -2.020 0.064
S 2.936 -0.853 1.678
O 2.757 -0.917 3.098
O 1.851 -1.296 0.840
N 3.610 0.498 1.124
S 2.825 1.837 1.380
O 3.002 2.766 0.311
O 1.492 1.578 1.885
C 3.700 2.642 2.805
F 4.860 3.184 2.424
F 2.928 3.624 3.311
F 3.952 1.785 3.797
C 0.183 -5.416 0.479
P -0.366 -3.831 -0.270
C -1.744 -4.468 -1.318
C 0.916 -3.609 -1.567
C 0.599 -2.962 -2.759
C 1.569 -2.703 -3.712
C 2.884 -3.083 -3.491
C 3.215 -3.725 -2.308
C 2.239 -3.984 -1.358
H 1.010 -5.242 1.165
H 0.472 -6.158 -0.272
H -0.641 -5.803 1.081
H -1.418 -5.272 -1.982
H -2.181 -3.665 -1.911
H -2.530 -4.836 -0.657
H -0.412 -2.624 -2.937
H 1.296 -2.181 -4.620
H 3.647 -2.864 -4.228
H 4.240 -4.010 -2.111
H 2.526 -4.466 -0.432
I 1.400 -1.894 7.325
C 0.869 -0.359 6.073
C 1.660 0.686 5.658
N 0.906 1.407 4.814
N -0.313 0.883 4.624
C -0.348 -0.188 5.392
H 2.685 0.935 5.857
H 1.209 2.159 4.219
H -1.223 -0.813 5.412
*
```

The value obtained for the frontier orbital gap is 5.87 eV. Its HOMO energy is -2.5319 eV. Its energy above the lowest of the compared OMol25 structures with the same formula, charge and spin is 0.148 eV. Its LUMO energy is 3.34 eV. The total energy comes out at -8127.9864 Eh.

Mulliken population analysis, charges in e, atoms 1 to 8: K 1.5368; O -0.5006; C 0.6484; O -0.5678; C 0.9600; C -0.7790; C -0.0475; C -0.3979


Formula: C41H30ClN3O7
Source: the Open Molecules 2025 dataset
Level of theory: ωB97M-V/def2-TZVPD

Geometry as ORCA input:
```
! RIJCOSX wB97M-V def2-TZVPD def2/J DEFGRID3
* xyz 0 1
C -0.452 3.708 -6.270
O -0.502 3.277 -4.929
C 0.662 2.564 -4.587
C 0.701 2.080 -3.157
C -0.155 2.452 -2.117
N -1.234 3.358 -2.308
C -2.321 2.833 -2.717
C -3.328 3.727 -3.376
C -2.654 1.372 -2.607
C 0.019 1.959 -0.801
N -0.875 2.367 0.194
C 1.055 1.063 -0.512
Cl 1.305 0.462 1.089
C 1.880 0.668 -1.549
C 1.708 1.156 -2.828
C 2.736 0.552 -3.719
O 2.894 0.714 -4.888
N 3.537 -0.325 -2.908
C 3.071 -0.243 -1.562
O 3.569 -0.774 -0.619
H -1.136 4.549 -6.370
H 0.541 4.054 -6.561
H -0.799 2.922 -6.945
H 0.735 1.688 -5.234
H 1.549 3.182 -4.759
H -3.078 3.823 -4.428
H -3.346 4.693 -2.880
H -4.318 3.279 -3.305
H -1.969 0.744 -3.177
H -3.639 1.181 -3.015
H -2.608 1.070 -1.564
H -0.776 1.833 1.042
H -0.865 3.362 0.365
H 3.308 -1.273 -3.212
C -7.542 -4.594 -3.596
C -7.535 -3.216 -3.406
C -6.444 -2.601 -2.817
C -5.358 -3.363 -2.404
C -5.374 -4.749 -2.575
C -6.465 -5.359 -3.182
C -4.241 -5.593 -2.100
O -4.253 -6.796 -2.254
C -3.096 -4.918 -1.425
C -2.051 -5.686 -0.927
C -0.974 -5.072 -0.310
C -0.931 -3.686 -0.195
C -1.972 -2.917 -0.685
C -3.061 -3.529 -1.293
C -4.185 -2.685 -1.787
O -4.140 -1.477 -1.683
H -8.392 -5.071 -4.065
H -8.383 -2.621 -3.721
H -6.431 -1.530 -2.671
H -6.468 -6.431 -3.323
H -2.087 -6.763 -1.022
H -0.163 -5.672 0.081
H -0.084 -3.208 0.281
H -1.945 -1.839 -0.595
C 4.958 -0.614 9.251
C 4.779 0.671 9.752
C 4.520 1.723 8.891
C 4.448 1.497 7.522
C 4.649 0.211 7.017
C 4.893 -0.844 7.887
C 4.621 -0.049 5.550
O 4.790 -1.168 5.113
C 4.389 1.105 4.636
C 4.413 0.898 3.262
C 4.185 1.957 2.401
C 3.924 3.226 2.907
C 3.904 3.440 4.275
C 4.144 2.383 5.144
C 4.150 2.638 6.611
O 3.923 3.745 7.054
H 5.152 -1.437 9.927
H 4.841 0.850 10.818
H 4.375 2.723 9.275
H 5.037 -1.840 7.492
H 4.612 -0.090 2.871
H 4.208 1.794 1.331
H 3.739 4.051 2.230
H 3.705 4.425 4.673
*
```

The value obtained for the frontier orbital gap is 7.58 eV. Its HOMO energy is -8.6788 eV. Its LUMO energy is -1.10 eV. The total energy comes out at -2731.5824 Eh.

Mulliken population analysis, charges in e, atoms 1 to 8: C -0.9066; O -0.1824; C -1.2193; C 0.5386; C 0.1609; N -0.7048; C 1.2282; C -1.3026


Formula: C41H30IrN7S5Se
Source: the Open Molecules 2025 dataset
Level of theory: ωB97M-V/def2-TZVPD

Geometry as ORCA input:
```
! RIJCOSX wB97M-V def2-TZVPD def2/J DEFGRID3
* xyz 0 1
Ir -0.342 1.217 2.180
S -1.374 0.065 3.926
C 0.033 -0.407 4.839
C -0.146 -1.455 5.796
N -0.342 -2.316 6.535
C 1.248 0.149 4.631
S 1.503 1.431 3.469
C 2.407 -0.277 5.350
N 3.363 -0.593 5.908
N 0.555 2.290 0.621
S 1.024 1.820 -0.675
N 0.085 0.874 -1.676
S -1.116 0.070 -1.151
N -0.983 -1.381 -0.619
S -0.010 -1.633 0.687
N 0.536 -0.506 1.441
C 1.324 -2.608 0.043
C 2.517 -2.557 0.748
C 3.569 -3.355 0.327
C 3.423 -4.174 -0.783
C 2.223 -4.203 -1.484
C 1.156 -3.422 -1.068
C -0.994 -2.849 1.548
C -2.095 -3.484 0.992
C -2.795 -4.400 1.763
C -2.389 -4.671 3.063
C -1.278 -4.038 3.603
C -0.573 -3.120 2.842
C -2.116 1.056 -0.056
C -2.738 0.468 1.042
C -3.649 1.236 1.774
C -3.923 2.534 1.397
C -3.297 3.101 0.286
C -2.390 2.369 -0.448
C -2.147 -0.137 -2.571
C -1.912 0.641 -3.693
C -2.767 0.509 -4.777
C -3.833 -0.376 -4.721
C -4.056 -1.140 -3.582
C -3.211 -1.024 -2.492
C 2.558 0.911 -0.745
C 2.867 0.014 -1.761
C 4.105 -0.608 -1.746
C 5.005 -0.343 -0.722
C 4.671 0.535 0.299
C 3.440 1.174 0.291
C 1.263 3.208 -1.763
C 1.786 3.053 -3.039
C 1.906 4.172 -3.847
C 1.507 5.418 -3.375
C 0.991 5.552 -2.094
C 0.867 4.441 -1.271
H 2.609 -1.888 1.594
H 4.507 -3.329 0.866
H 4.249 -4.794 -1.107
H 2.115 -4.840 -2.352
H 0.213 -3.436 -1.597
H -2.397 -3.264 -0.023
H -3.661 -4.900 1.349
H -2.946 -5.380 3.662
H -0.973 -4.229 4.623
H 0.282 -2.597 3.254
H -2.575 -0.572 1.293
H -4.114 0.803 2.650
H -4.603 3.135 1.985
H -3.488 4.134 0.031
H -1.884 2.807 -1.299
H -1.074 1.325 -3.712
H -2.597 1.101 -5.666
H -4.497 -0.472 -5.570
H -4.892 -1.825 -3.541
H -3.370 -1.608 -1.596
H 2.143 -0.208 -2.533
H 4.360 -1.313 -2.527
H 5.969 -0.837 -0.714
H 5.363 0.721 1.110
H 3.152 1.847 1.087
H 2.099 2.081 -3.396
H 2.316 4.074 -4.843
H 1.605 6.288 -4.010
H 0.685 6.522 -1.725
H 0.472 4.515 -0.264
Se -1.981 5.798 2.401
C -1.452 4.102 2.606
N -1.098 3.002 2.721
*
```

The value obtained for the frontier orbital gap is 6.08 eV. Its HOMO energy is -6.7968 eV. Its energy above the lowest of the compared OMol25 structures with the same formula, charge and spin is 0.000 eV. Its LUMO energy is -0.72 eV. The total energy comes out at -6460.1464 Eh.

Mulliken population analysis, charges in e, atoms 1 to 8: Ir 1.0572; S -0.4453; C 0.2426; C 0.0390; N -0.5876; C 0.8755; S -0.4244; C -0.1614


Formula: C41H31MoNP2S2
Source: the Open Molecules 2025 dataset
Level of theory: ωB97M-V/def2-TZVPD

Geometry as ORCA input:
```
! RIJCOSX wB97M-V def2-TZVPD def2/J DEFGRID3
* xyz 2 1
Mo 0.376 -0.167 0.512
S 2.582 0.453 0.251
P 1.715 2.275 0.837
C 0.030 1.768 0.804
P -1.189 2.177 -0.369
S -1.823 0.240 -0.474
C -0.496 2.663 -1.942
C 0.083 1.711 -2.787
C 0.627 2.105 -3.999
C 0.593 3.444 -4.371
C 0.025 4.392 -3.532
C -0.524 4.007 -2.318
C -2.409 3.350 0.113
C -2.323 3.970 1.359
C -3.293 4.889 1.735
C -4.342 5.170 0.873
C -4.436 4.539 -0.364
C -3.470 3.629 -0.754
C 2.298 2.698 2.451
C 3.658 2.592 2.746
C 4.113 3.013 3.984
C 3.220 3.552 4.908
C 1.871 3.662 4.606
C 1.401 3.220 3.378
C 2.183 3.561 -0.290
C 1.822 4.862 0.083
C 2.169 5.922 -0.736
C 2.871 5.685 -1.914
C 3.227 4.394 -2.278
C 2.878 3.321 -1.470
H 0.086 0.661 -2.525
H 1.056 1.366 -4.663
H 1.004 3.747 -5.325
H -0.001 5.434 -3.827
H -0.969 4.751 -1.670
H -1.509 3.730 2.034
H -3.236 5.377 2.698
H -5.099 5.887 1.167
H -5.265 4.761 -1.022
H -3.545 3.144 -1.721
H 4.364 2.208 2.018
H 5.165 2.936 4.226
H 3.582 3.884 5.873
H 1.183 4.083 5.326
H 0.344 3.285 3.148
H 1.301 5.051 1.016
H 1.909 6.933 -0.450
H 3.148 6.517 -2.549
H 3.783 4.220 -3.190
H 3.153 2.315 -1.757
N -0.686 -9.722 -1.680
C -0.583 -8.594 -1.492
C -0.450 -7.171 -1.249
C 0.210 -6.730 -0.101
C 0.342 -5.375 0.126
C -0.201 -4.465 -0.794
C -0.862 -4.918 -1.940
C -0.983 -6.270 -2.168
C -0.092 -3.074 -0.566
C -0.025 -1.855 -0.412
H 0.614 -7.452 0.596
H 0.858 -5.014 1.005
H -1.274 -4.206 -2.643
H -1.488 -6.637 -3.051
C 0.137 -0.906 2.422
C 0.173 -0.089 3.676
C 1.278 -0.173 4.514
C 1.263 0.457 5.753
C 0.146 1.176 6.152
C -0.951 1.289 5.300
C -0.935 0.660 4.065
H -0.859 -1.335 2.236
H 0.877 -1.715 2.421
H 2.140 -0.761 4.218
H 2.118 0.367 6.412
H 0.120 1.637 7.131
H -1.827 1.845 5.611
H -1.804 0.715 3.417
*
```

The value obtained for the frontier orbital gap is 5.65 eV. Its HOMO energy is -13.6966 eV. Its LUMO energy is -8.04 eV. The total energy comes out at -3182.4030 Eh.

Mulliken population analysis, charges in e, atoms 1 to 8: Mo -1.3261; S -0.5121; P 1.5397; C 0.1680; P 1.7752; S -0.3605; C 0.6985; C -0.4572